Version i
Density functional theory data (the ωB97M-V functional and the def2-TZVPD basis) for the ion C3H5OS with charge -1.

```
10
C3H5OS the ωB97M-V functional and the def2-TZVPD basis
O 2.4186 0.1768 0.7256
C 1.4143 0.2120 -0.0402
C -0.0380 0.5332 0.3872
C -0.9727 -0.5586 -0.1853
S -1.4229 -0.2595 -1.8687
H 1.5943 0.1300 -1.0287
H -0.0105 0.5996 1.4300
H -0.5353 1.4950 0.0328
H -0.5290 -1.6265 0.1450
H -1.9188 -0.7020 0.4022
```

The LUMO energy comes out at 4.143 eV. The orbital gap is 6.701 eV. As for the charge: -1. As for the HOMO energy: -2.6 eV.


Version ii
Density functional theory data (the ωB97M-V functional and the def2-TZVPD basis) for a cluster of 2 separate species, C3H5OS in total.

```
10
C3H5OS the ωB97M-V functional and the def2-TZVPD basis
C -1.8530 0.4562 0.0646
C 1.1747 -0.6204 -0.1247
C 0.8169 0.7344 0.1248
O -2.3927 1.5211 -0.0552
S -2.0989 -1.1582 -0.0312
H 0.2556 -1.2643 -0.0714
H 1.5154 -0.8622 -1.2043
H 1.7125 -1.0124 0.6418
H 0.4043 1.3975 -0.5021
H 0.4651 0.8082 1.1575
```

The LUMO energy (spin up / spin down) comes out at 3.758 / 3.640 eV. The orbital gap (spin up / spin down) is 5.237 / 6.204 eV. As for the charge: -1. As for the HOMO energy (spin up / spin down): -1.5 / -2.6 eV.


The energetic minimum among the shown structures is version i; the next structure lies 1.667 eV above.